# 1
Here is an isolated molecule of C3H6NOP in a non-equilibrium geometry from the OMol25 dataset. Energies are from the ωB97M-V functional and the def2-TZVPD basis.

The geometry in XYZ format:
```
12
Properties=species:S:1:pos:R:3:forces:R:3:lowdin_charge:R:1
H 1.105 -0.179 -1.139 -1.4 0.2 1.1 0.13
N -0.321 1.240 -0.209 2.8 -5.0 -0.6 -0.30
H -0.195 -2.652 1.897 -0.7 -0.5 0.9 0.09
H 0.167 3.537 -0.704 0.1 -0.2 0.2 -0.12
H -0.454 -0.310 1.428 -1.9 0.5 1.6 0.11
H 0.752 -3.076 0.467 0.8 -0.5 -1.2 0.09
P -0.134 2.383 -1.457 -1.0 0.3 -0.6 0.70
C 0.191 -0.808 0.799 -0.6 -3.5 1.4 -0.32
H 1.162 2.191 -1.931 0.6 -0.2 0.0 -0.14
C 0.314 0.014 -0.322 0.1 6.0 -2.8 -0.18
O 1.272 -1.288 1.515 2.7 0.0 0.5 -0.02
C 0.442 -2.320 1.125 -1.5 2.6 -0.4 -0.06
```
Positions in Å, forces in eV/Å.

## Properties
Energy above the lowest of the compared OMol25 structures with the same formula, charge and spin = 3.142 eV
SMILES string = P/N=C/[C@H]1CO1
Strongest force on any atom = 0.12927 hartree/bohr
Gap between HOMO and LUMO = 8.9 eV

# 2
Here is the ion C3H6NOS with charge -1 in a non-equilibrium geometry from the OMol25 dataset. Energies are from the ωB97M-V functional and the def2-TZVPD basis.

The geometry in XYZ format:
```
12
Properties=species:S:1:pos:R:3:forces:R:3:lowdin_charge:R:1
H 1.332 -2.150 -0.488 0.2 -0.8 -1.3 -0.01
C 0.156 2.175 0.249 -1.1 0.4 -0.1 -0.39
H -0.076 2.346 1.441 0.4 0.1 -2.6 0.15
H -1.038 0.519 0.380 1.4 0.0 0.2 0.07
S -0.836 -2.125 0.681 0.9 0.5 -0.5 0.03
N -0.199 0.905 -0.108 -0.8 -1.0 0.2 -0.04
H -0.285 -0.411 -1.799 0.2 -0.2 0.5 0.09
C 0.415 -0.171 -0.984 0.8 1.2 0.8 -0.27
H 1.327 0.279 -1.450 -0.6 -0.3 0.4 0.10
H 1.453 -1.121 0.804 -1.1 0.5 -0.9 0.05
C 0.745 -1.385 -0.051 -0.9 0.8 1.7 -0.71
O 0.520 3.061 -0.538 0.4 -1.2 1.8 -0.06
```
Positions in Å, forces in eV/Å.

## Properties
Energy above the lowest of the compared OMol25 structures with the same formula, charge and spin = 1.563 eV
SMILES string = O=CNCC[S-]
Net charge = -1
Strongest force on any atom = 0.05202 hartree/bohr
Gap between HOMO and LUMO = 6.7 eV

# 3
Here is a cluster of 2 separate species, C3H6NOS in total in a non-equilibrium geometry from the OMol25 dataset. Energies are from the ωB97M-V functional and the def2-TZVPD basis.

The geometry in XYZ format:
```
12
Properties=species:S:1:pos:R:3:forces:R:3:lowdin_charge:R:1
C -0.445 -1.427 -0.180 -2.0 0.9 -1.3 0.07
H -0.191 1.443 -0.362 -1.8 -0.4 1.4 0.16
C -0.801 -0.365 0.558 1.3 -0.5 -1.0 -0.18
H -0.200 -2.456 0.186 -0.1 1.3 -0.3 0.11
O 1.484 1.173 0.094 -0.2 0.8 -0.2 0.03
S 3.607 -0.488 0.022 0.1 0.0 -0.1 0.91
C 2.411 0.480 0.034 0.6 -0.6 0.2 -0.85
H -0.708 -1.249 -1.309 1.0 -0.9 2.0 0.12
H -0.698 -0.145 1.584 0.1 -0.7 1.2 0.11
N -1.121 0.943 -0.078 -0.2 -1.4 -3.9 0.14
H -1.809 1.408 0.544 0.6 0.4 -1.0 0.18
H -1.529 0.683 -1.093 0.4 1.1 2.9 0.22
```
Positions in Å, forces in eV/Å.

## Properties
Energy above the lowest of the compared OMol25 structures with the same formula, charge and spin = 0.287 eV
Net charge = +1
Strongest force on any atom = 0.07997 hartree/bohr
Gap between HOMO and LUMO = 10.9 eV

# 4
Here is a structure of composition C3H6NdO3 in a non-equilibrium geometry from the OMol25 dataset. Energies are from the ωB97M-V functional and the def2-TZVPD basis.

The geometry in XYZ format:
```
13
Properties=species:S:1:pos:R:3:forces:R:3:lowdin_spin:R:1
H -0.855 -3.037 -0.225 1.1 0.5 0.0 0.00
C 0.102 1.647 0.261 -0.7 -0.1 1.5 0.00
Nd 0.814 -0.003 -2.168 -0.9 0.9 3.3 3.04
H 0.303 2.526 0.905 -0.1 -0.3 -0.4 0.00
O 0.590 1.835 -1.035 0.5 -2.3 -1.8 -0.02
O -0.826 -1.620 -1.722 0.6 -0.3 1.1 0.00
C 0.737 0.417 0.935 0.3 0.4 0.5 0.00
C -0.929 -1.968 -0.491 -1.7 0.7 -1.6 0.00
H -1.002 1.508 0.255 0.4 0.1 -0.1 0.00
H 1.785 0.656 1.198 -0.4 -0.1 0.0 0.00
O 0.751 -0.706 0.073 -0.3 0.0 -2.1 -0.01
H 0.195 0.183 1.870 0.2 0.1 -0.3 0.00
H -1.663 -1.438 0.144 0.8 0.2 0.0 0.00
```
Positions in Å, forces in eV/Å.

## Properties
Energy above the lowest of the compared OMol25 structures with the same formula, charge and spin = 0.000 eV
Net charge = +1
Strongest force on any atom = 0.06872 hartree/bohr
Multiplicity = 4
Gap between HOMO and LUMO (alpha / beta) = 8.1 / 8.3 eV

# 5
Here is an isolated molecule of C3H6O in a non-equilibrium geometry from the OMol25 dataset. Energies are from the ωB97M-V functional and the def2-TZVPD basis.

The geometry in XYZ format:
```
10
Properties=species:S:1:pos:R:3:forces:R:3:lowdin_charge:R:1
H -1.604 0.265 1.207 -0.1 0.0 0.2 0.07
H 1.280 1.158 0.113 0.0 0.1 -0.4 0.12
C 0.077 -0.578 0.033 0.3 -0.2 0.3 -0.18
H -2.002 -0.178 -0.450 0.6 -0.1 0.3 0.08
C -1.207 0.242 0.196 0.1 0.0 0.7 -0.06
H 1.693 0.032 -1.257 0.9 -0.3 -0.1 0.11
H -0.068 -1.612 -0.244 0.1 0.2 -0.7 0.12
C 1.296 0.129 -0.257 0.0 0.7 -1.3 -0.29
H -1.065 1.278 -0.150 0.1 -0.4 0.3 0.08
O 1.547 -0.745 0.770 -2.0 0.0 0.8 -0.05
```
Positions in Å, forces in eV/Å.

## Properties
Energy above the lowest of the compared OMol25 structures with the same formula, charge and spin = 2.613 eV
SMILES string = C[C@H]1CO1
Strongest force on any atom = 0.04212 hartree/bohr
Gap between HOMO and LUMO = 11.1 eV

# 6
Here is an isolated molecule of C3H6O in a non-equilibrium geometry from the OMol25 dataset. Energies are from the ωB97M-V functional and the def2-TZVPD basis.

The geometry in XYZ format:
```
10
Properties=species:S:1:pos:R:3:forces:R:3:lowdin_charge:R:1
H -1.704 0.715 -0.728 0.2 -0.1 0.1 0.08
H 2.272 -0.221 -0.596 -0.4 0.3 0.3 0.12
C -1.218 0.236 0.130 0.0 -0.1 -0.1 -0.05
C 1.403 0.108 -0.011 -0.5 0.0 -1.0 -0.14
H -1.077 0.988 0.917 0.2 -0.2 -0.2 0.08
H 0.008 -1.160 -1.067 -0.1 -0.5 0.1 0.13
H -1.917 -0.515 0.522 0.2 0.2 -0.1 0.08
H 1.247 1.151 0.178 0.9 0.6 0.9 0.10
C 0.078 -0.462 -0.245 -0.6 -0.3 -0.2 -0.37
O 0.860 -0.859 0.873 0.1 0.1 0.1 -0.04
```
Positions in Å, forces in eV/Å.

## Properties
Energy above the lowest of the compared OMol25 structures with the same formula, charge and spin = 1.489 eV
SMILES string = C[C@H]1CO1
Strongest force on any atom = 0.02786 hartree/bohr
Gap between HOMO and LUMO = 11.6 eV

# 7
Here is an isolated molecule of C3H6O from the OMol25 dataset. Energies are from the ωB97M-V functional and the def2-TZVPD basis.

The geometry in XYZ format:
```
10
Properties=species:S:1:pos:R:3:forces:R:3:lowdin_charge:R:1
H 1.465 0.676 -0.884 0.2 -0.1 0.2 0.08
C 0.451 -0.444 0.684 0.3 0.3 -0.4 -0.09
H -2.120 1.236 0.107 -0.2 -0.1 0.2 0.09
H -1.580 -0.314 -0.563 -0.4 0.1 0.2 0.09
H 2.530 -0.339 0.183 0.2 -0.1 -0.1 0.07
O -0.267 0.680 0.624 0.2 -0.4 -0.3 -0.19
H -2.070 -0.265 1.150 0.0 0.2 0.0 0.09
C 1.558 -0.250 -0.299 0.3 0.0 0.2 -0.12
H 1.454 -1.119 -0.967 0.1 0.1 0.2 0.08
C -1.611 0.305 0.340 -0.7 0.0 -0.1 -0.10
```
Positions in Å, forces in eV/Å.

## Properties
Energy above the lowest of the compared OMol25 structures with the same formula, charge and spin = 3.689 eV
Strongest force on any atom = 0.01289 hartree/bohr
Gap between HOMO and LUMO = 9.0 eV

# 8
Here is a structure of composition C3H6O in a non-equilibrium geometry from the OMol25 dataset. Energies are from the ωB97M-V functional and the def2-TZVPD basis.

The geometry in XYZ format:
```
10
Properties=species:S:1:pos:R:3:forces:R:3:lowdin_charge:R:1
H -1.221 0.198 1.384 0.2 0.0 -0.1 0.09
H 0.943 -1.545 0.451 -0.6 -0.3 -1.1 0.09
O 0.805 1.601 0.087 -1.8 -1.6 -2.0 -0.04
H -1.793 1.103 -0.033 0.0 -0.1 0.1 0.08
C -1.186 0.258 0.295 0.0 -0.1 -1.2 -0.04
H 0.418 -0.301 -1.347 1.9 -2.6 0.8 0.23
C 1.157 -0.689 -0.189 -1.8 1.5 -2.5 0.07
H 2.200 -0.434 -0.358 -0.3 0.0 -0.1 0.08
C 0.257 0.471 -0.148 2.5 3.1 5.9 -0.63
H -1.580 -0.663 -0.142 -0.2 0.0 0.2 0.07
```
Positions in Å, forces in eV/Å.

## Properties
Energy above the lowest of the compared OMol25 structures with the same formula, charge and spin = 3.013 eV
Strongest force on any atom = 0.13881 hartree/bohr
Gap between HOMO and LUMO = 9.2 eV

# 9
Here is an isolated molecule of C3H6O from the OMol25 dataset. Energies are from the ωB97M-V functional and the def2-TZVPD basis.

The geometry in XYZ format:
```
10
Properties=species:S:1:pos:R:3:forces:R:3:lowdin_charge:R:1
O 0.059 0.985 -0.427 0.1 -0.3 0.3 -0.13
H -0.045 -1.843 -0.385 0.0 0.1 0.2 0.10
H -1.627 0.503 0.785 0.2 0.1 0.0 0.11
C -1.021 0.114 -0.041 -0.7 -0.3 -0.6 -0.20
H -1.700 -0.093 -0.899 0.4 0.1 0.5 0.12
C 1.031 0.034 0.079 0.3 0.2 -0.1 -0.19
H 1.796 -0.195 -0.682 -0.3 0.0 0.3 0.11
C -0.056 -1.022 0.338 0.0 0.1 -0.4 -0.13
H -0.140 -1.411 1.350 0.1 0.0 0.0 0.10
H 1.518 0.407 0.992 -0.1 0.0 -0.2 0.11
```
Positions in Å, forces in eV/Å.

## Properties
Energy above the lowest of the compared OMol25 structures with the same formula, charge and spin = 1.344 eV
SMILES string = C1COC1
Strongest force on any atom = 0.01883 hartree/bohr
Gap between HOMO and LUMO = 10.8 eV

# 10
Here is a cluster of 2 separate species, C3H6O2 in total in a non-equilibrium geometry from the OMol25 dataset. Energies are from the ωB97M-V functional and the def2-TZVPD basis.

The geometry in XYZ format:
```
11
Properties=species:S:1:pos:R:3:forces:R:3:lowdin_spin:R:1
H 0.020 -0.380 3.417 -0.2 -0.3 0.1 0.00
H -0.058 0.146 -3.527 0.1 0.2 0.3 0.05
H -1.383 0.098 2.267 0.1 0.2 0.0 0.00
O 0.052 -0.380 0.149 -1.7 -0.1 -0.8 0.03
H -1.075 1.065 -2.268 0.3 0.1 0.0 0.05
C -0.397 -0.319 2.420 0.6 0.2 0.0 0.00
C -0.067 0.686 -2.551 -1.0 -0.8 -0.5 0.45
C 0.412 -0.595 1.378 -0.4 -0.4 -0.2 0.00
O 1.016 1.080 -1.981 0.6 0.3 0.2 0.39
H 1.297 -1.204 1.537 0.6 0.4 0.1 0.00
H 0.185 -0.196 -0.842 1.0 0.2 0.8 0.03
```
Positions in Å, forces in eV/Å.

## Properties
Energy above the lowest of the compared OMol25 structures with the same formula, charge and spin = 1.001 eV
Net charge = -1
Strongest force on any atom = 0.03640 hartree/bohr
Multiplicity = 2
Gap between HOMO and LUMO (alpha / beta) = 4.9 / 7.7 eV